# 1
94
Properties=species:S:1:pos:R:3 method="wB97M-V/def2-TZVPD" charge=+1 de_lowest_ev=1.900 homo_lumo_gap_ev="4.79 / 4.79" e_tot_ev=-72254.828 fmax_ev_per_a=4.3 lumo_energy_ev="-2.55 / -2.55"
C -1.56610 -1.39276 -1.76706
C 0.75274 -1.74765 -1.77370
C -1.77520 -2.43891 -2.66523
C 0.56106 -2.93354 -2.53802
C -0.70168 -3.27039 -2.99811
H -2.77787 -2.57864 -3.06553
H 1.43919 -3.51614 -2.80401
H -0.85978 -4.15478 -3.61052
N -0.35271 -1.09487 -1.26036
P -3.13918 -0.17711 0.33607
P 3.05712 -0.51391 -0.39658
C -2.74448 -0.43730 -1.45405
H -2.45432 0.53777 -1.87860
H -3.64709 -0.75985 -1.99829
C 2.10330 -1.22983 -1.68865
H 2.76469 -1.79414 -2.37384
C 4.55702 0.25991 -1.22245
C 3.40291 -1.50328 1.22601
C -4.15107 1.42491 0.33879
C -4.13836 -1.74774 0.75653
C 4.66157 1.73017 -0.76358
H 4.79728 1.82691 0.32206
H 5.53912 2.17871 -1.25075
H 3.78583 2.31640 -1.05377
C 5.88563 -0.45538 -0.89813
H 6.15365 -0.44325 0.16704
H 5.88813 -1.49046 -1.26376
H 6.68867 0.08259 -1.42828
C 4.37138 0.21929 -2.74744
H 5.21352 0.75606 -3.20578
H 4.39201 -0.80852 -3.12659
H 3.43773 0.69995 -3.05966
C 4.25743 -0.61051 2.14721
H 3.67764 0.23829 2.53751
H 4.60938 -1.20682 3.00272
H 5.14332 -0.20456 1.64419
C 2.08854 -1.88926 1.94965
H 1.78017 -1.12934 2.69268
H 1.26790 -2.13324 1.24525
H 2.25030 -2.80902 2.53536
C 4.15109 -2.78269 0.82623
H 5.17195 -2.58160 0.47311
H 4.22946 -3.44345 1.70569
H 3.60941 -3.33548 0.04222
C -4.92448 -1.51465 2.05850
H -5.40105 -2.46157 2.35315
H -4.27733 -1.19541 2.88674
H -5.72754 -0.77658 1.93139
C -3.10203 -2.87479 0.95652
H -2.48035 -3.01893 0.05982
H -2.43659 -2.68976 1.81553
H -3.63986 -3.81720 1.14789
C -5.10834 -2.16611 -0.35585
H -5.75394 -2.96661 0.04015
H -5.76331 -1.34766 -0.67697
H -4.58981 -2.57151 -1.23445
C -3.35214 2.52202 -0.40540
H -3.36181 2.37490 -1.49539
H -3.82247 3.49728 -0.19744
H -2.30397 2.58867 -0.06160
C -4.35754 1.87630 1.80369
H -3.39615 2.06405 2.31134
H -4.92611 2.82008 1.79613
H -4.92277 1.14290 2.39524
C -5.50970 1.21236 -0.34110
H -5.40288 0.88286 -1.38512
H -6.14464 0.49988 0.20430
H -6.04392 2.17717 -0.35263
Ba -0.17484 0.16635 1.39015
C -0.99038 -2.01975 3.72222
O -1.65047 -2.45184 4.55723
N 1.53837 1.28731 -0.25391
C 1.44340 1.13000 -1.45955
C 1.07513 1.67697 -2.71869
C 0.71738 3.03754 -2.72284
C 1.15170 0.96163 -3.93468
C 0.63408 3.72669 -3.93163
H 0.54894 3.55998 -1.77601
C 1.04308 1.65353 -5.14589
H 1.31605 -0.11550 -3.91714
C 0.84908 3.04044 -5.13639
H 0.41072 4.79451 -3.94590
H 1.13157 1.11157 -6.08752
H 0.86295 3.58526 -6.08351
C 0.96081 3.44841 4.58043
S 1.12960 1.66805 4.85355
C -0.35386 1.38902 5.84620
O 0.78663 1.06254 3.47557
H 1.56350 3.94816 5.34875
H -0.09395 3.73962 4.67529
H 1.34686 3.68644 3.58173
H -0.76440 2.35649 6.16090
H -1.08919 0.80744 5.27588
H -0.02523 0.83487 6.73572



# 2
93
Properties=species:S:1:pos:R:3 method="wB97M-V/def2-TZVPD" charge=+3 homo_lumo_gap_ev="4.93 / 6.43" e_tot_ev=-65954.935 fmax_ev_per_a=3.4 lumo_energy_ev="-11.67 / -10.48"
C -0.73595 0.18559 -2.77430
C 0.89312 -1.37692 -2.11054
C -0.45462 -0.03153 -4.12234
C 1.31193 -1.50321 -3.46658
C 0.62732 -0.84032 -4.47004
H -1.07206 0.46755 -4.86723
H 2.13050 -2.18520 -3.67843
H 0.87912 -0.97251 -5.51815
N -0.07911 -0.44040 -1.78577
P -1.80540 2.02763 -0.83552
P 0.72593 -2.64302 0.43064
C -1.88292 1.14704 -2.44541
H -1.92084 1.90801 -3.24186
H -2.84244 0.60346 -2.50370
C 1.46291 -2.23356 -1.12116
H 2.41915 -2.70106 -1.40100
C 2.08354 -2.62506 1.85127
C 0.09456 -4.40875 -0.02767
C -0.75177 3.55262 -1.23212
C -3.62309 2.37520 -0.44222
C 1.80748 -1.45450 2.81614
H 0.80953 -1.52379 3.27471
H 2.54664 -1.49519 3.63330
H 1.90721 -0.46674 2.34224
C 1.99442 -3.91855 2.67132
H 1.01818 -4.01213 3.16352
H 2.17941 -4.81672 2.07094
H 2.75595 -3.88391 3.46614
C 3.48289 -2.45993 1.25644
H 4.21771 -2.50744 2.07773
H 3.73291 -3.25935 0.54737
H 3.61126 -1.48988 0.75628
C -0.69182 -5.01459 1.14194
H -1.46423 -4.32725 1.50644
H -1.18550 -5.93046 0.78674
H -0.05364 -5.29176 1.98656
C -0.86935 -4.24898 -1.21917
H -1.69979 -3.56169 -1.00134
H -0.34283 -3.90873 -2.11858
H -1.30861 -5.23232 -1.44821
C 1.27100 -5.31829 -0.42510
H 2.13746 -4.77872 -0.82321
H 1.61374 -5.95294 0.40273
H 0.93297 -6.00035 -1.21913
C -3.70789 3.16032 0.88047
H -4.77044 3.26206 1.15294
H -3.19765 2.63245 1.70359
H -3.28774 4.17248 0.79250
C -4.36185 1.03218 -0.27249
H -4.36918 0.43827 -1.19702
H -3.93329 0.42102 0.53591
H -5.41048 1.24819 -0.00810
C -4.29703 3.16499 -1.57500
H -5.38026 3.17065 -1.38067
H -3.97216 4.21065 -1.60761
H -4.13634 2.70592 -2.56032
C 0.56081 3.08195 -1.88516
H 1.25830 3.93342 -1.92183
H 1.05422 2.28410 -1.31544
H 0.40228 2.73887 -2.91644
C -0.43904 4.28768 0.08308
H 0.06419 3.63666 0.81036
H 0.23938 5.12468 -0.14534
H -1.34240 4.70696 0.54648
C -1.46256 4.52292 -2.18647
H -1.86114 4.03461 -3.08532
H -2.26726 5.07804 -1.68792
H -0.72419 5.26917 -2.51989
Pb -0.44029 0.26541 0.69223
C -3.89966 -3.00268 -0.21457
O -4.75614 -2.33017 0.13644
N 1.47144 1.99771 1.46439
C 2.57529 2.13045 1.05869
C 3.84835 2.01407 0.44214
C 4.89992 2.86855 0.81712
C 4.05360 1.03061 -0.54911
C 6.13850 2.77157 0.18280
H 4.72259 3.60322 1.60600
C 5.30140 0.92809 -1.17234
H 3.22215 0.37849 -0.84552
C 6.32928 1.81784 -0.82644
H 6.95633 3.44416 0.47224
H 5.45212 0.16397 -1.93806
H 7.28627 1.76615 -1.35258
C -3.56314 0.44900 4.38053
C -2.19293 -0.18246 4.22089
O -1.37381 0.51921 3.23965
H -3.50488 1.37519 4.96804
H -4.22205 -0.23542 4.92528
H -4.02858 0.66751 3.41071
H -1.66726 -0.19676 5.18643
H -2.26123 -1.21040 3.85205
H -0.86846 1.19708 3.71904